(1)
Formula: C44H63N6O6STl
Source: OMol25
Level of theory: ωB97M-V/def2-TZVPD

XYZ file:
```
121
Properties=species:S:1:pos:R:3
Tl 16.827 9.082 11.681
C 14.974 12.074 13.558
N 15.617 11.000 14.316
C 16.639 11.543 15.234
C 14.640 10.113 14.945
C 15.217 8.730 15.317
N 15.701 7.966 14.169
C 14.650 7.035 13.662
C 13.382 7.674 13.221
C 12.268 7.612 14.060
C 11.007 8.065 13.662
C 10.926 8.730 12.457
C 11.984 8.868 11.581
C 13.239 8.206 11.888
O 14.218 8.033 11.065
C 11.704 9.723 10.327
C 12.905 9.877 9.394
C 10.539 9.117 9.516
C 11.243 11.129 10.752
C 9.722 7.924 14.486
C 8.532 7.558 13.570
C 9.433 9.376 15.083
C 9.848 6.841 15.584
C 16.924 7.143 14.471
C 18.103 7.758 15.174
C 18.351 7.382 16.485
C 19.427 7.890 17.226
C 20.316 8.759 16.535
C 20.046 9.276 15.288
C 18.972 8.687 14.498
O 18.860 8.859 13.241
C 20.926 10.414 14.827
C 22.318 9.898 14.465
C 20.344 11.214 13.628
C 21.060 11.431 15.989
C 19.647 7.478 18.679
C 19.961 5.961 18.751
C 18.372 7.694 19.536
C 20.789 8.337 19.257
H 14.443 12.785 14.172
H 14.279 11.596 12.839
H 15.750 12.608 12.968
H 16.206 11.993 16.142
H 17.209 12.284 14.663
H 17.312 10.731 15.550
H 13.786 9.964 14.277
H 14.254 10.565 15.876
H 14.353 8.198 15.794
H 15.994 8.871 16.084
H 14.419 6.337 14.491
H 15.089 6.431 12.863
H 12.322 7.187 15.040
H 9.979 9.182 12.144
H 13.262 8.914 8.996
H 13.730 10.330 9.935
H 12.612 10.544 8.560
H 10.604 8.006 9.410
H 10.475 9.617 8.533
H 9.556 9.297 9.989
H 11.977 11.683 11.356
H 10.327 11.133 11.393
H 11.053 11.742 9.870
H 8.250 8.342 12.817
H 7.592 7.340 14.154
H 8.715 6.639 13.010
H 9.457 10.127 14.243
H 10.166 9.728 15.837
H 8.404 9.438 15.530
H 10.230 5.858 15.215
H 8.831 6.635 16.006
H 10.478 7.201 16.437
H 17.306 6.705 13.544
H 16.596 6.321 15.125
H 17.735 6.602 16.970
H 21.263 9.028 17.020
H 22.236 9.161 13.668
H 22.806 9.326 15.295
H 22.974 10.712 14.140
H 20.263 10.566 12.727
H 21.033 12.078 13.484
H 19.342 11.597 13.894
H 21.665 11.093 16.875
H 20.047 11.674 16.384
H 21.545 12.368 15.569
H 19.089 5.358 18.486
H 20.231 5.749 19.817
H 20.834 5.652 18.143
H 17.510 7.095 19.210
H 18.031 8.757 19.567
H 18.625 7.483 20.608
H 21.775 8.168 18.780
H 20.941 8.104 20.332
H 20.550 9.422 19.236
N 19.877 10.520 7.913
C 20.750 9.499 8.313
C 21.830 8.893 7.676
C 22.515 7.911 8.408
C 22.038 7.468 9.655
C 20.848 8.008 10.227
C 20.264 9.059 9.581
N 19.170 9.868 9.920
C 18.997 10.747 8.951
C 17.845 11.696 8.791
C 17.331 12.073 7.581
S 16.005 13.196 7.689
C 16.226 13.062 9.413
N 17.183 12.294 9.877
H 19.993 11.093 7.094
H 22.141 9.214 6.686
H 23.444 7.500 7.954
H 22.621 6.713 10.220
H 20.441 7.605 11.166
H 17.632 11.573 6.646
H 15.519 13.628 10.015
O 18.961 6.132 12.280
N 18.163 5.733 11.397
O 18.481 4.858 10.596
O 16.960 6.192 11.444
O 15.682 7.103 8.979
H 16.230 6.575 9.581
H 14.921 7.415 9.506
```

Computed properties:
E_tot in a.u.: -3065.02931
Charge: -2
Highest occupied orbital energy in eV: -1.392
Orbital gap in eV: 4.7298

=====

(2)
Formula: C44H64N2O18
Source: OMol25
Level of theory: ωB97M-V/def2-TZVPD

XYZ file:
```
128
Properties=species:S:1:pos:R:3
N -4.834 -1.063 -2.555
C -5.433 -1.698 -3.643
C -5.365 -0.744 -4.622
C -4.690 0.442 -4.139
C -4.296 0.137 -2.886
H -4.724 -1.531 -1.646
H -5.821 -2.688 -3.651
H -5.781 -0.845 -5.571
H -4.470 1.366 -4.642
H -3.730 0.803 -2.175
N 0.177 -0.601 -0.641
C 0.667 -1.215 -1.779
C -0.358 -1.936 -2.315
C -1.515 -1.755 -1.490
C -1.140 -0.879 -0.495
H 0.581 0.008 0.097
H 1.693 -1.096 -2.071
H -0.359 -2.491 -3.247
H -2.495 -2.132 -1.651
H -1.585 -0.348 0.352
O -4.381 -2.027 0.220
C -3.942 -2.173 1.287
O -4.536 -1.631 2.340
C -3.762 -1.753 3.546
C -2.352 -2.144 3.027
C -2.625 -2.833 1.708
H -4.255 -2.466 4.208
H -3.753 -0.749 4.017
H -1.878 -2.729 3.854
H -1.961 -1.152 2.755
H -2.734 -3.874 1.804
H -1.911 -2.524 0.971
O -0.352 -5.641 2.815
C 0.307 -4.728 2.386
O 0.647 -4.528 1.052
C 1.472 -3.277 1.021
C 1.984 -3.025 2.434
C 0.963 -3.699 3.258
H 0.896 -2.416 0.709
H 2.274 -3.477 0.292
H 1.907 -1.881 2.541
H 2.972 -3.452 2.573
H 0.235 -2.992 3.654
H 1.416 -4.201 4.127
O 1.168 -8.080 -1.329
C 0.322 -7.257 -1.417
O 0.210 -6.344 -2.449
C -0.899 -5.364 -2.144
C -1.896 -6.261 -1.332
C -0.910 -7.086 -0.550
H -1.313 -5.028 -3.097
H -0.662 -4.585 -1.456
H -2.495 -6.910 -1.977
H -2.533 -5.612 -0.654
H -1.156 -8.092 -0.396
H -0.639 -6.762 0.450
O -2.409 1.310 2.351
C -2.994 2.091 1.615
O -2.954 3.414 1.811
C -3.438 4.119 0.605
C -4.394 3.094 -0.076
C -3.792 1.771 0.404
H -2.649 4.343 -0.159
H -3.990 4.927 0.985
H -4.321 3.282 -1.165
H -5.434 3.164 0.218
H -3.159 1.319 -0.345
H -4.618 1.066 0.611
O 3.469 5.065 -2.313
C 2.864 4.478 -1.491
O 1.705 3.744 -1.825
C 1.039 3.278 -0.622
C 2.062 3.500 0.574
C 3.208 4.308 -0.003
H 0.776 2.182 -0.816
H 0.223 3.979 -0.524
H 2.367 2.516 0.943
H 1.650 4.150 1.389
H 4.133 3.756 0.064
H 3.428 5.333 0.414
O -1.551 4.653 -1.783
C -1.202 3.965 -2.752
O -0.987 2.657 -2.564
C -0.433 1.961 -3.691
C -0.980 2.796 -4.911
C -0.909 4.164 -4.275
H -0.709 0.960 -3.530
H 0.640 2.077 -3.570
H -2.044 2.586 -5.134
H -0.360 2.697 -5.777
H -1.548 4.922 -4.743
H 0.144 4.619 -4.157
O 4.605 0.923 -1.185
C 4.635 1.411 -2.267
O 3.774 1.022 -3.226
C 4.135 1.520 -4.545
C 5.243 2.515 -4.298
C 5.620 2.377 -2.836
H 3.239 1.962 -4.945
H 4.318 0.660 -5.127
H 4.909 3.541 -4.546
H 6.146 2.311 -4.909
H 5.611 3.276 -2.220
H 6.681 1.984 -2.804
O 0.486 0.059 2.384
C 0.322 0.909 3.204
O 0.456 2.220 2.860
C 0.300 3.041 4.031
C -0.400 2.132 5.057
C 0.022 0.739 4.662
H -0.429 3.926 3.849
H 1.307 3.343 4.398
H -1.485 2.342 5.031
H -0.078 2.453 6.048
H -0.645 -0.106 4.892
H 1.028 0.489 4.972
O 3.951 -0.414 6.160
C 4.095 -0.109 5.021
O 3.177 0.573 4.238
C 3.767 0.881 2.923
C 5.148 0.089 2.796
C 5.345 -0.412 4.237
H 3.971 1.924 2.998
H 2.944 0.657 2.275
H 5.933 0.780 2.412
H 5.069 -0.722 2.103
H 6.094 0.040 4.877
H 5.527 -1.561 4.244
```

Computed properties:
SMILES string: c1cc[nH]c1.c1cc[nH]c1.O=C1CCCO1.O=C1CCCO1.O=C1CCCO1.O=C1CCCO1.O=C1CCCO1.O=C1CCCO1.O=C1CCCO1.O=C1CCCO1.O=C1CCCO1
E_tot in a.u.: -3178.85761
Charge: 0
Highest occupied orbital energy in eV: -8.164
Orbital gap in eV: 8.4983
Energy above the lowest of the compared OMol25 structures with the same formula, charge and spin in eV: 1.590

=====

(3)
Formula: C44H65F3O2SSbSi2V
Source: OMol25
Level of theory: ωB97M-V/def2-TZVPD

XYZ file:
```
119
Properties=species:S:1:pos:R:3
V -0.966 -1.224 -2.741
C -2.912 -1.994 -2.596
C -2.599 -2.483 -3.975
C -1.764 -3.631 -3.846
C -1.459 -3.824 -2.442
C -2.188 -2.910 -1.680
C -2.424 -2.887 -0.200
C -0.584 -4.825 -1.804
C -1.491 -4.616 -5.006
C -3.412 -2.136 -5.212
C -4.074 -1.088 -2.265
H -2.952 -1.999 0.126
H -1.512 -2.945 0.340
H -3.013 -3.756 0.137
H -1.171 -5.537 -1.142
H 0.187 -4.266 -1.208
H 0.010 -5.486 -2.451
H -0.575 -5.175 -4.863
H -1.537 -4.141 -5.971
H -2.354 -5.331 -4.988
H -2.696 -1.958 -6.057
H -3.970 -1.217 -4.990
H -4.098 -2.997 -5.512
H -4.101 -0.153 -2.859
H -3.942 -0.814 -1.177
H -5.068 -1.547 -2.482
O -0.719 0.512 2.705
H 0.698 -0.545 3.477
H -0.834 0.714 1.761
S -1.743 1.225 -0.492
C -1.332 0.012 -1.554
C 2.153 -0.133 6.155
Si 2.494 -1.120 4.634
C 2.851 -2.993 4.913
C 3.750 -0.226 3.680
O 1.124 -1.357 3.666
H 2.788 -0.572 7.030
H 1.058 -0.150 6.428
H 2.489 0.931 6.115
H 3.937 -3.194 5.128
H 2.564 -3.643 4.008
H 2.385 -3.421 5.792
H 4.584 -0.010 4.347
H 3.336 0.753 3.310
H 4.174 -0.769 2.818
F 3.665 5.172 3.268
C 2.438 4.698 3.618
C 2.264 3.842 4.700
C 1.037 3.159 4.827
C 0.019 3.466 3.938
C 0.197 4.462 2.953
C 1.429 5.121 2.776
Sb -1.459 1.966 3.880
C -3.019 3.270 3.294
C -2.998 4.607 3.659
C -4.104 5.498 3.412
C -5.158 4.987 2.667
F -6.139 5.885 2.296
C -5.231 3.659 2.270
C -4.200 2.767 2.637
C -1.994 0.655 5.524
C -2.785 1.138 6.535
C -3.073 0.325 7.611
C -2.560 -0.976 7.678
F -2.782 -1.674 8.802
C -1.885 -1.530 6.585
C -1.648 -0.690 5.498
H 3.170 3.667 5.327
H 0.864 2.407 5.599
H -0.659 4.824 2.376
H 1.560 5.852 1.939
H -2.120 5.029 4.215
H -4.036 6.547 3.662
H -6.010 3.341 1.646
H -4.317 1.718 2.407
H -3.015 2.170 6.636
H -3.717 0.573 8.428
H -1.684 -2.605 6.489
H -1.109 -1.091 4.637
C 3.368 -0.576 -1.186
C 2.594 0.435 -2.087
C 3.659 1.342 -2.846
C 1.863 1.346 -0.970
Si 1.384 -0.352 -3.387
C 0.875 1.117 -4.713
C 1.995 1.543 -5.727
C 0.443 2.362 -3.971
C -0.442 0.523 -5.300
C 2.515 -1.775 -4.415
C 2.261 -3.104 -3.684
C 1.914 -1.940 -5.799
C 4.019 -1.355 -4.533
H 4.130 -0.026 -0.605
H 3.743 -1.544 -1.584
H 2.589 -0.911 -0.458
H 3.501 2.354 -2.511
H 3.517 1.433 -3.967
H 4.689 1.024 -2.709
H 2.614 1.763 -0.235
H 1.211 0.672 -0.348
H 1.216 2.139 -1.351
H 2.384 2.481 -5.373
H 1.521 1.757 -6.719
H 2.836 0.846 -5.890
H 1.289 3.002 -3.729
H -0.169 2.167 -3.097
H -0.170 3.002 -4.635
H -0.371 -0.001 -6.285
H -1.222 1.292 -5.323
H -0.807 -0.318 -4.550
H 1.367 -3.526 -4.068
H 2.097 -3.027 -2.629
H 3.124 -3.738 -3.885
H 0.845 -2.232 -5.741
H 2.447 -2.764 -6.295
H 1.892 -1.007 -6.441
H 4.431 -0.943 -3.641
H 4.131 -0.583 -5.335
H 4.689 -2.191 -4.823
```

Computed properties:
Spin multiplicity: 3
E_tot in a.u.: -4326.82848
Charge: -2
Highest occupied orbital energy (spin up / spin down) in eV: 0.039 / 0.788
<S²>: 2.416
Orbital gap (spin up / spin down) in eV: 3.5373 / 2.8057
Energy above the lowest of the compared OMol25 structures with the same formula, charge and spin in eV: 7.227

=====

(4)
Formula: C44H65N4O2RuS
Source: OMol25
Level of theory: ωB97M-V/def2-TZVPD

XYZ file:
```
117
Properties=species:S:1:pos:R:3
Ru 0.603 -1.364 -1.050
C 1.420 -1.947 -4.012
N 0.955 -0.822 -3.189
C 1.901 0.289 -3.380
C -0.394 -0.394 -3.650
C -1.496 -1.056 -2.835
N -1.414 -0.596 -1.439
C -2.208 -1.485 -0.539
C -2.096 -1.067 0.902
C -3.202 -0.564 1.569
C -3.123 -0.177 2.898
C -1.897 -0.367 3.530
C -0.762 -0.894 2.929
C -0.844 -1.229 1.548
O 0.185 -1.713 0.884
C 0.478 -1.071 3.824
C 1.736 -1.577 3.106
C 0.124 -2.093 4.919
C 0.835 0.275 4.474
C -4.295 0.408 3.678
C -5.542 0.590 2.812
C -3.902 1.783 4.242
C -4.644 -0.532 4.843
C -1.903 0.792 -1.306
C -0.960 1.971 -1.162
C -1.547 3.200 -1.372
C -0.895 4.398 -1.080
C 0.419 4.321 -0.580
C 1.075 3.143 -0.348
C 0.374 1.894 -0.626
O 0.932 0.790 -0.392
C 2.501 3.123 0.202
C 3.053 4.536 0.412
C 2.521 2.400 1.562
C 3.435 2.386 -0.774
C -1.554 5.755 -1.231
C -0.726 6.616 -2.200
C -1.598 6.433 0.149
C -2.987 5.657 -1.759
H 1.562 -1.633 -5.053
H 0.698 -2.755 -3.983
H 2.368 -2.319 -3.628
H 1.899 0.623 -4.424
H 2.908 -0.037 -3.121
H 1.630 1.128 -2.747
H -0.519 -0.621 -4.713
H -0.476 0.688 -3.526
H -1.377 -2.142 -2.851
H -2.475 -0.819 -3.273
H -1.823 -2.501 -0.660
H -3.263 -1.477 -0.844
H -4.139 -0.480 1.031
H -1.826 -0.085 4.573
H 1.576 -2.570 2.690
H 2.555 -1.630 3.828
H 2.031 -0.908 2.300
H -0.201 -3.034 4.472
H -0.677 -1.731 5.564
H 0.998 -2.290 5.544
H 1.046 1.021 3.707
H 1.723 0.161 5.099
H 0.032 0.654 5.106
H -5.353 1.279 1.986
H -6.346 1.009 3.419
H -5.892 -0.362 2.409
H -3.627 2.465 3.435
H -3.059 1.711 4.929
H -4.744 2.214 4.787
H -4.900 -1.525 4.472
H -5.497 -0.138 5.399
H -3.808 -0.633 5.535
H -2.519 0.830 -0.406
H -2.563 1.006 -2.154
H -2.563 3.218 -1.746
H 0.929 5.246 -0.358
H 2.455 5.092 1.135
H 3.099 5.093 -0.526
H 4.066 4.465 0.808
H 1.896 2.929 2.284
H 3.543 2.367 1.945
H 2.159 1.381 1.462
H 3.375 2.819 -1.775
H 3.177 1.330 -0.822
H 4.466 2.468 -0.428
H 0.286 6.774 -1.829
H -1.198 7.590 -2.325
H -0.660 6.136 -3.178
H -0.599 6.598 0.552
H -2.154 5.819 0.860
H -2.094 7.401 0.070
H -3.022 5.195 -2.746
H -3.408 6.659 -1.845
H -3.621 5.089 -1.075
S -0.166 -4.566 -2.330
C 0.938 -5.403 -3.365
C 0.440 -6.200 -4.409
C 1.311 -6.856 -5.257
C 2.685 -6.725 -5.087
C 3.188 -5.946 -4.050
C 2.327 -5.292 -3.190
H -0.630 -6.287 -4.540
H 0.924 -7.474 -6.056
H 3.367 -7.230 -5.758
H 4.257 -5.853 -3.910
H 2.716 -4.694 -2.378
C 3.213 -5.322 1.490
N 3.107 -4.206 0.571
C 4.128 -3.436 0.078
C 3.543 -2.477 -0.692
N 2.182 -2.656 -0.682
C 1.957 -3.701 0.098
H 4.227 -5.712 1.474
H 2.518 -6.108 1.199
H 2.972 -5.002 2.504
H 5.163 -3.629 0.300
H 4.008 -1.684 -1.253
H 0.991 -4.117 0.319
```

Computed properties:
Spin multiplicity: 5
E_tot in a.u.: -2577.96784
Charge: +1
Highest occupied orbital energy (spin up / spin down) in eV: -9.297 / -9.430
<S²>: 6.064
Orbital gap (spin up / spin down) in eV: 7.7792 / 4.7820